[1]
Here is a 2-piece molecular cluster, C8H7BrF2O5S overall in a non-equilibrium geometry from the Open Molecules 2025 dataset. Energies are from ωB97M-V/def2-TZVPD.

Computed properties:
SMILES string ... O=S1(=O)O[C@@H](F)[C@](O)(Br)O1.Fc1ccccc1
E_LUMO ... 0.470 eV

Each line ends with the Löwdin charge.
CARTESIAN COORDINATES (ANGSTROEM)
O (-0.80770, 2.55122, -2.30113)  -0.1902
S (0.48572, 3.03521, -2.00709)  0.6109
O (1.07550, 4.07406, -2.76657)  -0.1944
O (0.54865, 3.38990, -0.45175)  -0.0886
C (1.80824, 3.00191, 0.06885)  -0.4029
F (1.72960, 2.80866, 1.36898)  0.1388
C (2.19682, 1.71420, -0.70318)  -0.8778
O (1.82285, 0.59969, -0.03493)  0.0252
Br (4.13578, 1.73829, -0.99903)  0.8297
O (1.50500, 1.80955, -1.93191)  -0.1575
H (2.52272, 3.80030, -0.15145)  0.1499
H (1.97588, -0.19499, -0.57665)  0.1174
F (0.19038, -1.34354, -0.87111)  0.0398
C (-0.70277, -1.85993, 0.00956)  -0.2737
C (-0.34026, -2.95984, 0.75688)  -0.0166
C (-1.26226, -3.47500, 1.65694)  -0.0822
C (-2.51492, -2.89203, 1.78793)  -0.0939
C (-2.84927, -1.78594, 1.01844)  -0.0777
C (-1.93668, -1.25552, 0.11821)  -0.0076
H (0.63998, -3.39993, 0.63311)  0.1172
H (-0.99832, -4.33511, 2.25741)  0.1051
H (-3.22987, -3.29943, 2.48972)  0.1015
H (-3.82564, -1.33107, 1.11714)  0.1063
H (-2.16942, -0.39069, -0.48838)  0.1214

Forces on atoms 1 to 6 (eV/Å):
O 0.024 -0.022 -0.008
S -0.391 0.142 0.021
O 0.087 0.021 0.065
O -0.188 -0.264 0.103
C 0.661 0.538 -0.870
F -0.344 -0.178 0.683


[2]
Here is a 12-piece molecular cluster, C25H46Cl22F2N2O4 overall in a non-equilibrium geometry from the Open Molecules 2025 dataset. Energies are from ωB97M-V/def2-TZVPD.

Computed properties:
SMILES string ... O=C(O)NN(C(=O)F)C(=O)F.ClCCCl.ClCCCl.ClCCCl.ClCCCl.ClCCCl.ClCCCl.ClCCCl.ClCCCl.ClCCCl.ClCCCl.ClCCCl
E_LUMO ... -0.018 eV

Each line ends with the Löwdin charge.
CARTESIAN COORDINATES (ANGSTROEM)
O (0.19125, -1.97612, 4.53057)  0.1491
C (-0.43941, -2.86256, 4.04722)  -0.5732
O (-1.64778, -2.60753, 3.45891)  0.0479
N (-0.00742, -4.22868, 4.06425)  -0.0565
N (0.85233, -4.43945, 5.19123)  0.0442
C (1.79341, -5.49972, 4.94963)  -0.4878
O (2.92849, -5.25748, 4.71780)  0.1912
F (1.39583, -6.76786, 4.96797)  0.1559
C (0.09390, -4.62611, 6.39288)  -0.4694
O (-0.36967, -5.64980, 6.77198)  0.2076
F (-0.03991, -3.51393, 7.09436)  0.1747
H (-2.32641, -2.69306, 4.14884)  0.0517
H (-0.86597, -4.76673, 4.22667)  0.1535
Cl (0.92438, -4.62291, 1.90744)  0.7390
C (1.49998, -3.99235, 0.33347)  -0.6711
C (0.36418, -3.46054, -0.50652)  -0.7238
Cl (-0.71518, -4.76011, -1.08447)  0.5402
H (2.04076, -4.78543, -0.18059)  0.0647
H (2.20426, -3.19478, 0.56066)  0.0144
H (0.75795, -2.96212, -1.38911)  -0.0213
H (-0.24047, -2.74390, 0.04704)  0.0427
Cl (1.17641, -0.19818, 0.75332)  0.5822
C (1.14978, 0.92577, 2.13596)  -0.6391
C (0.25111, 2.10781, 1.88151)  -0.6576
Cl (0.90049, 3.18633, 0.61808)  0.5889
H (2.17315, 1.23327, 2.33854)  0.0718
H (0.78468, 0.36454, 2.99625)  0.0642
H (0.15668, 2.70224, 2.78922)  0.0788
H (-0.74314, 1.79585, 1.57414)  0.0258
Cl (2.94206, -2.30917, -1.70714)  0.6618
C (3.52390, -1.66659, -3.26786)  -0.6581
C (2.39527, -1.13226, -4.11022)  -0.6575
Cl (1.31700, -2.42901, -4.68969)  0.5521
H (4.06537, -2.46163, -3.77702)  0.0731
H (4.22979, -0.86360, -3.04462)  -0.0430
H (2.79894, -0.63545, -4.99147)  0.0682
H (1.79189, -0.41458, -3.55843)  0.0728
Cl (-2.68416, 3.55784, 0.63576)  0.5612
C (-2.13861, 4.20387, -0.93326)  -0.6832
C (-3.28657, 4.70105, -1.77284)  -0.6432
Cl (-4.33129, 3.37050, -2.34191)  0.5644
H (-1.57908, 3.42227, -1.44177)  0.0682
H (-1.45872, 5.02281, -0.71821)  0.0041
H (-2.90162, 5.20316, -2.65920)  0.0764
H (-3.90879, 5.40456, -1.22456)  0.0699
Cl (-6.29308, 0.15811, 3.70750)  0.5414
C (-5.21261, -0.40400, 2.40768)  -0.6542
C (-5.35810, -1.88242, 2.14885)  -0.6258
Cl (-4.74063, -2.86880, 3.50205)  0.5924
H (-4.19237, -0.14454, 2.68166)  0.0662
H (-5.47798, 0.15356, 1.51062)  0.0761
H (-4.78177, -2.16003, 1.26743)  0.0795
H (-6.39585, -2.16039, 1.98028)  0.0685
Cl (3.88524, 6.93275, -0.24655)  0.5786
C (2.37219, 7.68415, 0.32467)  -0.6389
C (1.20539, 6.73206, 0.25742)  -0.6593
Cl (0.73813, 6.35810, -1.42356)  0.5627
H (2.19511, 8.57802, -0.26926)  0.0715
H (2.54005, 7.98716, 1.35707)  0.0740
H (0.33550, 7.18156, 0.73525)  0.0783
H (1.42471, 5.79521, 0.76184)  0.0079
Cl (-6.84850, 1.57426, -7.76304)  0.5331
C (-6.35483, 1.80784, -6.06618)  -0.6682
C (-4.91202, 2.22831, -5.94396)  -0.6752
Cl (-3.78863, 0.92376, -6.40480)  0.5352
H (-6.54600, 0.88132, -5.52985)  0.0679
H (-6.99878, 2.58296, -5.65284)  0.0716
H (-4.69136, 2.48533, -4.90915)  0.0045
H (-4.69528, 3.09390, -6.56585)  0.0692
Cl (4.53020, -7.92703, 0.84734)  0.5322
C (5.00094, -7.71999, 2.55480)  -0.6632
C (6.44982, -7.33144, 2.70374)  -0.6662
Cl (7.55441, -8.65504, 2.24786)  0.5298
H (4.78032, -8.64712, 3.07866)  0.0695
H (4.36663, -6.93525, 2.96576)  0.0546
H (6.65888, -7.08883, 3.74457)  0.0720
H (6.69405, -6.46480, 2.09407)  0.0675
Cl (-10.15538, -2.33306, 3.31425)  0.5297
C (-10.29405, -1.13653, 4.62768)  -0.6671
C (-11.24994, -0.02051, 4.28399)  -0.6679
Cl (-10.61712, 1.02376, 2.98818)  0.5332
H (-9.29769, -0.75581, 4.84153)  0.0507
H (-10.65349, -1.67056, 5.50624)  0.0720
H (-11.40420, 0.61321, 5.15627)  0.0714
H (-12.21625, -0.40487, 3.96593)  0.0668
Cl (5.72427, 0.61457, -3.80705)  0.6212
C (7.31170, 0.30609, -4.56224)  -0.6311
C (8.07824, -0.78016, -3.84995)  -0.6613
Cl (8.60883, -0.27316, -2.22756)  0.5466
H (7.86487, 1.24208, -4.57559)  0.0685
H (7.11956, 0.00762, -5.59181)  0.0753
H (8.97572, -1.02622, -4.41554)  0.0738
H (7.48273, -1.68403, -3.74242)  0.0676
Cl (3.49720, 8.52241, -4.61356)  0.5313
C (4.60419, 7.37556, -3.81431)  -0.6745
C (4.70180, 6.06649, -4.55703)  -0.6627
Cl (3.18901, 5.13009, -4.47318)  0.5281
H (4.25849, 7.23317, -2.79299)  -0.0120
H (5.58343, 7.85197, -3.78086)  0.0740
H (5.48145, 5.44892, -4.11261)  0.0709
H (4.94384, 6.22006, -5.60629)  0.0660

Forces on atoms 1 to 6 (eV/Å):
O 0.511 -0.050 -0.182
C 0.385 1.163 0.442
O 0.427 -1.212 0.030
N -2.305 0.704 2.807
N -0.345 -0.716 0.449
C 1.657 0.441 -0.679


[3]
Here is an isolated molecule of C18H24FN3O3S in a non-equilibrium geometry from the Open Molecules 2025 dataset. Energies are from ωB97M-V/def2-TZVPD.

Computed properties:
Relative energy (zero: lowest compared OMol25 entry of this formula, charge and spin) ... 3.0 kcal per mole
SMILES string ... CCS(=O)(=O)NC[C@@H](c1ccco1)N1CCN(c2ccc(F)cc2)CC1
E_LUMO ... 0.522 eV

Each line ends with the Löwdin charge.
CARTESIAN COORDINATES (ANGSTROEM)
C (-1.80441, -4.28518, -1.39958)  -0.1289
C (-2.50643, -3.88830, -0.12351)  -0.2793
H (-2.34520, -4.60130, 0.68019)  0.1024
H (-3.56928, -3.71227, -0.25460)  0.0987
S (-1.80141, -2.32200, 0.44829)  0.6135
O (-2.51125, -1.90771, 1.63039)  -0.3098
O (-0.37552, -2.44586, 0.51694)  -0.2863
N (-2.21484, -1.30652, -0.81388)  -0.1234
H (-3.07024, -0.81056, -0.60782)  0.0915
C (-1.21714, -0.49238, -1.46392)  -0.1514
H (-0.25622, -0.97614, -1.28293)  0.1212
H (-1.43198, -0.50696, -2.53805)  0.1235
C (-1.10411, 0.98897, -1.00395)  -0.2118
C (-2.42602, 1.57311, -0.59130)  -0.2265
C (-3.28972, 1.30872, 0.43652)  -0.0314
C (-4.36007, 2.22905, 0.30091)  -0.0490
C (-4.07142, 2.98247, -0.79219)  -0.1164
O (-2.90607, 2.59537, -1.33778)  0.0510
H (-4.58941, 3.79245, -1.26571)  0.1192
H (-5.21825, 2.31127, 0.93549)  0.1020
H (-3.18594, 0.56680, 1.20314)  0.0997
N (-0.04445, 1.14336, -0.02804)  -0.1172
C (-0.27950, 0.68118, 1.32363)  -0.1539
H (-0.75707, 1.45888, 1.94241)  0.1279
C (1.08791, 0.27193, 1.89986)  -0.1193
N (2.12886, 1.13793, 1.37369)  -0.1012
C (3.18337, 0.60648, 0.66241)  -0.2233
C (3.73646, -0.62124, 1.05669)  -0.0164
C (4.82795, -1.15994, 0.40848)  -0.0136
C (5.39956, -0.46687, -0.64216)  -0.2920
C (4.89512, 0.75181, -1.04933)  -0.0173
C (3.79379, 1.27934, -0.40314)  -0.0209
H (3.40691, 2.22239, -0.75238)  0.0951
H (5.35667, 1.27597, -1.87182)  0.1157
F (6.47707, -0.99027, -1.28098)  0.0350
H (5.24517, -2.10539, 0.71773)  0.1163
H (3.31636, -1.15466, 1.89373)  0.1087
C (1.63193, 2.46413, 1.10889)  -0.1417
H (2.45550, 3.13472, 0.86542)  0.1177
C (0.57115, 2.45603, -0.01034)  -0.1476
H (-0.15865, 3.26631, 0.16766)  0.1269
H (1.03505, 2.62155, -0.98713)  0.1154
H (1.18038, 2.82429, 2.03932)  0.1226
H (1.27786, -0.75757, 1.59859)  0.0990
H (1.06609, 0.32842, 2.99528)  0.1272
H (-0.92634, -0.19012, 1.31873)  0.0711
H (-0.78000, 1.55847, -1.88414)  0.1542
H (-0.73326, -4.32627, -1.21932)  0.0750
H (-1.99544, -3.54557, -2.17267)  0.0696
H (-2.14351, -5.25831, -1.74771)  0.0786

Forces on atoms 1 to 6 (eV/Å):
C 0.073 -0.116 -0.111
C 0.478 0.674 0.131
H -0.002 0.010 0.164
H -0.137 0.033 0.053
S -0.992 -0.253 -0.293
O -0.217 -0.046 -0.087


[4]
Here is an isolated molecule of C3H3NO2 in a non-equilibrium geometry from the Open Molecules 2025 dataset. Energies are from ωB97M-V/def2-TZVPD.

Computed properties:
Relative energy (zero: lowest compared OMol25 entry of this formula, charge and spin) ... 39.7 kcal per mole
SMILES string ... N#C[C@@H](O)C=O
E_LUMO ... 0.111 eV

Each line ends with the Löwdin charge.
CARTESIAN COORDINATES (ANGSTROEM)
O (-0.96337, -0.15490, -1.22505)  0.0081
C (-0.47412, 0.14207, 0.03861)  -0.3546
C (0.65948, -0.81836, 0.41791)  -0.1667
O (0.88758, -1.77091, -0.28404)  0.0878
C (0.01709, 1.53364, 0.13979)  -0.1471
N (0.40888, 2.61376, 0.26471)  0.1697
H (-0.49971, -0.96664, -1.50134)  0.0973
H (-1.25817, 0.02668, 0.80648)  0.1634
H (1.22233, -0.60536, 1.34293)  0.1422

Forces on atoms 1 to 6 (eV/Å):
O 0.002 -0.103 -0.055
C 0.067 0.050 0.131
C 0.073 -0.413 -0.227
O -0.060 0.493 0.350
C 0.317 0.947 0.087
N -0.353 -1.056 -0.120


[5]
Here is C10H18Br6O4S2 as an isolated structure in a non-equilibrium geometry from the Open Molecules 2025 dataset. Energies are from ωB97M-V/def2-TZVPD.

Computed properties:
Relative energy (zero: lowest compared OMol25 entry of this formula, charge and spin) ... 22.8 kcal per mole
Expectation value of S² ... 0.759
E_LUMO (spin up / spin down) ... -3.527 / -9.836 eV
Total charge ... +1
Spin multiplicity ... 2

Each line ends with the Mulliken spin population.
CARTESIAN COORDINATES (ANGSTROEM)
C (3.57047, -0.80180, 3.57722)  -0.0004
Br (1.74741, -1.47478, 4.20784)  0.0002
Br (4.82438, -2.36369, 3.22435)  0.0000
Br (4.49882, 0.50975, 4.78537)  0.0044
H (3.28657, -0.29224, 2.65643)  -0.0014
C (0.28164, -0.18143, -0.33589)  -0.0005
Br (2.00279, -0.71461, 0.45650)  0.0032
Br (-0.98932, -1.57212, 0.00650)  0.0009
Br (0.32313, 0.26671, -2.22399)  0.0003
H (-0.11133, 0.70569, 0.16079)  0.0000
C (2.70960, 4.61540, -0.14620)  0.0393
C (2.68003, 3.04142, -0.03224)  -0.0070
C (4.06016, 2.55993, 0.48963)  0.1251
S (4.94298, 3.96210, 1.25664)  0.0035
O (5.94079, 4.56466, 0.33690)  0.3703
O (5.21609, 3.72554, 2.69865)  0.1965
C (3.42703, 5.11820, 1.12414)  0.2131
H (1.79782, 5.14224, -0.42762)  0.0246
H (3.20134, 4.83074, -1.09484)  0.0063
H (2.41394, 2.38068, -0.85730)  0.0064
H (1.97554, 2.68073, 0.71722)  -0.0002
H (4.63139, 2.20758, -0.36923)  0.0053
H (3.90798, 2.02166, 1.42516)  0.0057
H (3.75892, 6.14945, 1.24440)  -0.0129
H (2.89889, 4.98339, 2.06806)  0.0172
C (-3.93140, -3.19903, -0.75140)  0.0000
C (-3.74444, -2.97189, -2.27101)  0.0000
C (-5.23197, -2.89201, -2.83460)  0.0000
S (-6.08431, -4.32659, -2.12038)  0.0000
O (-5.64337, -5.62304, -2.69272)  0.0000
O (-7.48135, -4.05327, -1.98849)  0.0000
C (-5.11501, -4.06768, -0.49416)  0.0000
H (-4.16247, -2.19110, -0.40674)  0.0000
H (-3.02191, -3.47801, -0.21932)  0.0000
H (-3.06818, -3.75347, -2.61727)  0.0000
H (-3.37695, -1.95190, -2.38357)  0.0000
H (-5.49452, -3.04463, -3.88144)  0.0000
H (-5.77013, -2.00496, -2.50048)  0.0000
H (-5.05731, -4.99275, 0.07944)  0.0000
H (-5.81392, -3.51497, 0.13364)  0.0000

Forces on atoms 1 to 6 (eV/Å):
C -0.021 -0.947 0.880
Br 1.792 0.665 -0.229
Br -1.300 1.533 0.179
Br -1.011 -1.019 -0.967
H 0.548 -0.196 0.261
C -0.296 -0.031 0.094